No. 1
15
Properties=species:S:1:pos:R:3:forces:R:3 method="wB97M-V/def2-TZVPD" homo_lumo_gap_ev=8.531 charge=0 total_energy_ev=-9765.0127 multiplicity=1 e_homo_ev=-8.026 relative_energy_kcal_mol=100.9 e_lumo_ev=0.505
C 1.552316 1.157305 -1.814325 2.3 -2.8 0.0
C 1.056638 0.421012 -0.738407 0.8 0.5 -2.6
C 1.642267 -0.852055 -0.221463 -4.9 1.2 0.8
N 0.916311 -1.636275 0.531439 2.0 -0.9 -1.1
N -0.481927 -1.452262 0.736925 1.8 0.6 3.7
C -0.765352 -0.047177 0.682564 -0.1 1.4 -4.2
C -2.175567 0.404370 0.972722 1.8 -1.0 3.6
N -0.131541 0.784330 -0.171702 -1.7 -1.4 3.5
H 2.445401 0.636615 -2.468366 -2.2 1.5 2.0
H 1.290561 2.163615 -2.159550 -0.5 -0.7 0.4
H 2.622369 -0.953830 -0.531438 2.1 -1.3 0.3
H -0.686185 -2.005387 1.786578 0.5 2.3 -4.0
H -2.379868 1.223910 0.309822 -0.7 0.0 -0.1
H -2.181718 0.686421 2.092911 -0.3 0.2 -1.6
H -2.723707 -0.530592 0.992291 -1.0 0.3 -0.7


No. 2
15
Properties=species:S:1:pos:R:3:forces:R:3 method="wB97M-V/def2-TZVPD" homo_lumo_gap_ev=7.741 charge=0 total_energy_ev=-9762.3063 multiplicity=1 e_homo_ev=-8.494 relative_energy_kcal_mol=163.3 e_lumo_ev=-0.752
C 1.980057 -0.211160 0.620410 -1.8 2.7 4.9
C 0.742496 -0.172911 -0.345410 2.1 2.9 0.8
C -0.317061 0.857946 -2.071826 4.5 2.2 -0.5
C -1.223801 0.496971 -1.178969 -5.0 -0.2 0.7
C -0.683074 -0.193209 0.020500 0.6 -0.2 0.2
H 2.754075 -0.031284 -0.015600 2.9 -0.8 -1.5
H 2.234647 -0.924280 1.839769 -1.1 2.0 -4.6
H 2.085001 1.095437 1.051936 -0.9 -3.8 -0.6
H -0.008442 1.643240 -2.982156 -2.2 -2.4 2.4
H -2.309222 0.758792 -1.183118 1.0 -0.4 -0.3
H -1.186040 -1.263491 2.959916 0.9 1.1 -0.7
H 0.118675 -0.158946 2.569405 0.7 0.2 -0.4
N 0.980947 0.532665 -1.472319 -0.9 -2.9 1.7
N -1.304144 -0.623373 1.146826 0.4 1.8 -3.7
N -0.631144 -0.735762 2.252869 -1.3 -2.1 1.6


No. 3
15
Properties=species:S:1:pos:R:3:forces:R:3 method="wB97M-V/def2-TZVPD" homo_lumo_gap_ev=8.816 charge=0 total_energy_ev=-9767.0828 multiplicity=1 e_homo_ev=-7.728 relative_energy_kcal_mol=53.2 e_lumo_ev=1.088
N 2.237168 -1.081939 0.094525 -0.7 -4.4 -1.6
C 1.086563 -0.352170 0.006559 1.8 2.9 -0.5
C 1.296709 1.059209 -0.044817 -11.0 -2.4 -1.8
C 0.074897 1.866007 -0.023443 0.3 -2.9 0.2
C -1.196298 1.205039 -0.016670 4.5 -2.0 -0.4
C -1.101730 -0.232047 -0.055608 -4.2 0.4 0.7
N -2.285873 -1.027389 -0.060092 2.0 -2.6 -0.8
N -0.078635 -0.989168 -0.051211 3.5 -0.6 -0.2
H 1.899793 -2.055696 -0.399810 2.3 2.8 1.8
H 3.213461 -0.699644 -0.001885 -2.1 -0.7 -0.3
H 2.120549 1.312986 0.301938 7.6 3.2 2.3
H 0.132298 2.926884 0.044704 0.0 0.7 0.1
H -2.117146 1.622439 0.160366 -1.8 1.3 0.0
H -3.011966 -0.702689 0.424901 -3.7 2.9 1.8
H -2.306453 -1.991035 0.391108 1.6 1.4 -1.3


No. 4
15
Properties=species:S:1:pos:R:3:forces:R:3 method="wB97M-V/def2-TZVPD" homo_lumo_gap_ev=8.834 charge=0 total_energy_ev=-9766.0219 multiplicity=1 e_homo_ev=-8.055 relative_energy_kcal_mol=77.6 e_lumo_ev=0.779
C -1.675193 -0.437814 0.480339 -1.3 2.2 0.7
C -0.401851 -1.264480 0.508429 0.6 1.9 1.4
C 1.942639 -0.110577 -0.203430 1.2 -3.9 -0.3
C 2.060566 1.186671 -0.591439 1.7 0.4 -0.4
C 0.079545 0.865132 -0.585038 -7.4 -0.3 0.8
H -1.972179 0.043336 1.507386 0.8 -1.0 -1.6
H -2.510248 -1.130762 0.225508 0.3 0.9 -0.2
H -0.611704 -2.070802 -0.185912 0.7 -0.8 0.7
H -0.204566 -1.444136 1.733327 0.3 -0.1 -3.9
H 2.627140 -1.165278 -0.251193 -1.7 3.8 0.5
H 2.872964 1.847102 -0.721973 1.4 -0.2 -0.1
H -2.190328 1.467983 -0.315100 2.7 -1.1 -0.6
N 0.543262 -0.315485 -0.221824 1.6 -1.5 1.7
N 0.880832 1.815263 -0.860675 -0.5 0.0 0.3
N -1.440879 0.713848 -0.518404 -0.3 -0.1 1.0